[1]
The following is a quantum chemistry calculation of a single C4H7NOS2 molecule at a distorted geometry, from OMol25.

Geometry as XYZ:
```
15
Properties=species:S:1:pos:R:3:forces:R:3:lowdin_charge:R:1
C 1.65412 -0.71188 0.76603 0.5 1.6 0.6 -0.102
C 1.24339 0.37921 -0.26530 1.0 -1.2 0.1 -0.596
O 0.40829 1.38858 0.33794 0.4 -0.7 -0.7 -0.094
N -0.74240 0.81282 0.84190 -0.2 -0.1 -0.1 -0.037
C -1.67286 0.20864 0.09416 0.5 1.0 -1.0 -0.918
S -3.16034 -0.13228 0.63772 -0.6 -0.5 0.7 0.693
C -1.32971 -0.02427 -1.33456 0.0 -0.1 -1.7 -0.464
S 0.43998 -0.42491 -1.73000 -0.5 0.5 0.6 0.882
H 2.39086 -1.40460 0.35922 -0.5 -0.1 -0.2 0.076
H 0.77585 -1.17835 1.18711 -0.1 -0.6 -0.3 0.063
H 2.15363 -0.23426 1.64199 -0.2 0.0 -0.6 0.089
H 2.17126 0.83282 -0.69248 -1.0 0.2 0.6 0.114
H -0.75120 0.58453 1.80641 0.2 0.4 1.0 0.132
H -1.64152 0.79634 -2.03881 0.2 -0.5 1.1 0.102
H -1.93934 -0.89240 -1.61134 0.3 0.2 -0.1 0.059
```
Forces are in eV/Å.

Energy above the lowest of the compared OMol25 structures with the same formula, charge and spin ... 236.8 kJ/mol
Orbital gap ... 9.074 eV
LUMO energy ... 0.41 eV
SMILES ... C[C@@H]1ONC(=S)CS1
HOMO ... -8.67 eV


[2]
The following is a quantum chemistry calculation of a molecular structure, C5H10I2N at a distorted geometry, from OMol25.

Geometry as XYZ:
```
18
Properties=species:S:1:pos:R:3:forces:R:3:lowdin_charge:R:1
C 0.39376 -1.55699 0.83147 1.0 1.1 -0.8 -0.171
C -0.43411 -0.32869 -0.82782 0.1 -3.1 0.1 -0.307
C -0.17112 -1.95529 -0.54283 -0.6 1.1 0.1 -1.216
C 0.15820 0.21505 -2.08327 2.4 0.4 2.3 -0.047
C -0.35733 0.81193 1.63116 -4.1 1.8 -4.7 0.048
N 0.24473 0.00655 0.49489 -2.3 -1.9 1.4 -0.038
I -2.00488 -3.05526 -0.16888 0.2 0.3 -0.4 0.876
I 1.07454 -3.08734 -1.86583 -0.1 0.4 0.4 0.921
H -0.24512 -1.91161 1.65015 0.4 0.8 0.0 0.087
H 1.46108 -1.74983 0.98650 -0.3 -0.1 0.1 0.121
H -1.49000 -0.27748 -0.76541 -1.0 0.8 0.3 0.096
H 0.90940 -0.45640 -2.47132 0.8 0.1 0.3 0.008
H 0.55886 1.22893 -1.96526 -0.1 -0.1 -0.1 0.114
H -0.51487 0.17220 -2.82702 -2.8 0.4 -2.5 0.059
H -1.48301 0.70584 1.55417 1.3 -1.0 0.9 0.137
H 0.14725 0.64636 2.48006 1.4 -1.1 3.2 0.060
H -0.40246 1.90247 1.46149 1.1 -0.3 -0.5 0.114
H 1.06030 0.44200 0.21163 2.7 0.7 -0.2 0.137
```
Forces are in eV/Å.

Energy above the lowest of the compared OMol25 structures with the same formula, charge and spin ... 0.0 kJ/mol
Orbital gap ... 9.206 eV
LUMO energy ... -3.69 eV
Net charge ... +1
HOMO ... -12.90 eV


[3]
The following is a quantum chemistry calculation of 2 unconnected molecules or ions with the total composition C3H9N4 at a distorted geometry, from OMol25.

Geometry as XYZ:
```
16
Properties=species:S:1:pos:R:3:forces:R:3:lowdin_charge:R:1
C 1.21337 1.88859 2.20981 -0.9 0.0 3.2 -0.184
C 1.52538 0.78335 2.91569 -0.1 0.4 1.8 0.100
C 0.18578 -0.05445 -0.13890 -2.3 -1.8 -2.3 -0.107
N 1.13516 1.87779 0.88032 1.6 2.4 -2.0 0.085
N 0.77572 1.05848 0.10496 -0.1 -0.4 -0.1 0.125
N -0.96060 -0.12426 -0.82171 2.1 -0.3 2.5 0.180
N -1.59445 -1.79343 -2.79751 -0.9 2.0 -0.6 0.047
H 1.08665 2.92607 2.68802 0.5 -1.8 -0.9 0.157
H 1.73390 1.01556 3.98300 -0.1 -0.4 -0.8 0.088
H 1.62127 -0.30153 2.69132 0.0 1.2 -0.6 0.091
H 0.66687 -1.00091 -0.24594 1.3 -0.4 0.7 0.152
H -1.29585 -0.98174 -1.24287 -0.3 0.0 -0.6 0.046
H -1.41092 0.71181 -0.98202 -1.6 1.9 -0.6 0.102
H -2.26292 -1.95271 -3.49716 -2.3 -0.6 -0.4 0.033
H -1.47988 -2.61653 -2.28634 1.1 -1.8 0.1 0.030
H -0.93948 -1.43609 -3.46066 2.0 -0.3 0.5 0.054
```
Forces are in eV/Å.

Energy above the lowest of the compared OMol25 structures with the same formula, charge and spin ... 479.0 kJ/mol
Orbital gap (alpha / beta) ... 8.145 / 8.145 eV
LUMO energy (alpha / beta) ... -5.28 / -5.28 eV
Net charge ... +1
HOMO (alpha / beta) ... -13.43 / -13.43 eV


[4]
The following is a quantum chemistry calculation of a molecular structure, C25H39Cl2O2PTa, from OMol25.

Geometry as XYZ:
```
70
Properties=species:S:1:pos:R:3:forces:R:3:lowdin_charge:R:1
Ta 0.48747 0.05914 2.42774 0.4 0.5 -0.3 1.818
C 0.03714 0.74119 4.65794 0.3 -0.1 0.1 -0.110
C -0.52397 1.74211 3.83075 -0.2 0.0 -0.3 -0.129
C -1.60753 1.16054 3.12618 0.2 0.2 -0.1 -0.135
C -1.70057 -0.20154 3.49545 -0.1 0.0 0.0 -0.109
C -0.70540 -0.45131 4.46776 0.1 -0.2 -0.1 -0.099
H 0.85812 0.88030 5.35025 0.0 0.0 0.0 0.158
H -0.19532 2.77007 3.79660 -0.1 0.1 0.0 0.147
H -2.28563 1.67862 2.47289 0.0 0.1 -0.1 0.116
H -2.43500 -0.90791 3.13445 0.0 0.0 0.0 0.147
H -0.51073 -1.39480 4.95694 0.0 0.0 0.0 0.153
Cl 4.23934 -2.75828 0.92618 0.0 0.0 0.0 0.756
C 3.19320 -2.83029 2.31663 0.0 0.0 0.0 -0.990
Cl 4.01624 -2.53231 3.86193 0.0 0.0 0.0 0.775
C 2.20875 -1.71092 2.32010 -0.2 -0.5 0.4 -0.669
O 1.03152 -1.83625 2.87709 -0.1 0.1 0.0 -0.110
O 2.42237 -0.54742 1.87825 0.0 0.5 -0.3 -0.095
H 2.68537 -3.79048 2.37414 0.0 0.0 0.0 0.103
C 2.75052 3.31667 -0.63714 0.0 0.0 0.1 -0.156
C 2.75932 2.90228 0.83330 0.1 0.0 -0.1 -0.136
C 1.43532 2.17520 1.17148 -0.2 -0.2 0.5 -0.223
C 0.94477 1.31153 -0.04372 0.2 0.1 0.1 -0.380
C 2.13552 0.84624 -0.89851 -0.1 0.0 0.0 -0.167
C 2.79773 2.08234 -1.54546 0.0 0.0 0.0 -0.137
P -0.52933 0.13750 0.11654 -0.1 -0.2 0.1 1.089
C -2.04327 1.09917 -0.23879 0.0 0.0 0.1 -0.394
C -2.14624 1.73744 -1.65081 0.0 0.0 0.0 -0.160
C -2.83963 0.92698 -2.75315 0.0 0.0 0.0 -0.164
C -3.94249 -0.00556 -2.22450 0.0 0.0 0.0 -0.163
C -4.43131 0.41393 -0.84523 0.0 0.0 0.0 -0.170
C -3.29842 0.27431 0.17299 0.0 0.0 0.0 -0.189
C -0.40653 -1.37786 -0.90969 0.1 0.0 -0.1 -0.361
C -0.21478 -1.02968 -2.42546 0.0 -0.1 0.0 -0.177
C 0.85571 -1.90801 -3.07528 0.0 0.0 0.0 -0.175
C 0.55043 -3.37638 -2.80342 0.0 0.0 0.0 -0.154
C 0.54347 -3.68819 -1.29128 0.0 0.0 0.0 -0.146
C 0.59591 -2.42607 -0.41542 0.0 0.0 0.0 -0.219
H 3.60780 3.96037 -0.82572 0.0 0.0 0.0 0.137
H 1.86873 3.93093 -0.84110 0.0 0.0 0.0 0.128
H 2.86391 3.75793 1.49841 0.0 0.0 0.0 0.139
H 3.60201 2.23293 1.01971 0.0 0.0 0.0 0.137
H 0.66749 2.88354 1.48275 0.0 0.1 -0.1 0.122
H 1.79181 1.68033 2.16611 -0.3 -0.3 -0.1 0.091
H 0.41061 2.09320 -0.60769 -0.1 -0.1 0.0 0.123
H 1.80720 0.16265 -1.67391 0.0 0.0 0.0 0.081
H 2.85207 0.30713 -0.28609 0.1 -0.1 0.1 0.107
H 2.31074 2.30278 -2.49592 0.0 0.0 0.0 0.128
H 3.83087 1.82649 -1.77845 0.0 0.0 0.0 0.134
H -1.91012 1.95188 0.43297 -0.1 0.0 0.1 0.097
H -1.17577 2.10838 -1.99495 0.0 0.0 0.0 0.108
H -2.73807 2.63636 -1.46756 0.0 0.0 0.0 0.134
H -2.11714 0.36765 -3.34279 -0.1 0.1 0.0 0.083
H -3.26671 1.65428 -3.44327 0.0 0.0 0.0 0.131
H -3.57506 -1.03698 -2.16457 0.0 0.0 0.0 0.112
H -4.77461 -0.02846 -2.92532 0.0 0.0 0.0 0.129
H -5.25955 -0.21723 -0.52440 0.0 0.0 0.0 0.132
H -4.80900 1.43929 -0.85706 0.0 0.0 0.0 0.134
H -3.05890 -0.79354 0.24328 0.0 0.0 0.0 0.102
H -3.64291 0.58132 1.16125 0.0 0.0 0.0 0.105
H -1.41640 -1.78375 -0.77209 0.0 0.0 0.0 0.121
H -0.01093 0.03091 -2.59260 0.0 0.0 0.0 0.100
H -1.16275 -1.23679 -2.92046 0.1 0.0 0.0 0.109
H 1.86001 -1.65510 -2.72180 0.0 0.0 0.0 0.113
H 0.85196 -1.70838 -4.14681 0.0 0.0 0.0 0.136
H 1.26982 -4.01158 -3.31568 0.0 0.0 0.0 0.126
H -0.42358 -3.61306 -3.23618 0.0 0.0 0.0 0.125
H 1.40091 -4.30698 -1.02420 0.0 0.0 0.0 0.120
H -0.34284 -4.26664 -1.02667 0.0 0.0 0.0 0.125
H 1.60720 -2.01053 -0.43459 0.0 0.0 0.0 0.087
H 0.34911 -2.72164 0.60771 0.0 0.0 0.0 0.100
```
Forces are in eV/Å.

Energy above the lowest of the compared OMol25 structures with the same formula, charge and spin ... 0.0 kJ/mol
Orbital gap ... 6.642 eV
LUMO energy ... -12.16 eV
Net charge ... +3
HOMO ... -18.80 eV


[5]
The following is a quantum chemistry calculation of a single C5H7F molecule at a distorted geometry, from OMol25.

Geometry as XYZ:
```
13
Properties=species:S:1:pos:R:3:forces:R:3:lowdin_charge:R:1
C -2.40612 0.19314 0.05453 -0.9 -0.5 -1.4 0.108
C -1.18423 0.17688 -0.03860 -2.3 0.1 1.6 -0.086
C 0.27190 -0.00414 0.05555 -0.1 1.9 -2.1 -0.677
C 0.64135 -1.15884 -0.86098 -1.6 -1.0 1.4 -0.035
C 1.09562 1.25803 -0.35092 1.0 2.0 -0.8 -0.049
F 0.77353 -0.38605 1.26926 -0.7 0.0 1.3 0.008
H -3.56510 0.07472 -0.15038 3.3 0.5 0.8 0.088
H 0.35683 -0.98226 -1.91868 0.5 -0.2 0.7 0.100
H 1.69827 -1.18255 -0.58778 0.1 -1.1 -1.0 0.081
H -0.01099 -2.02345 -0.37728 1.8 1.3 -1.4 0.137
H 2.17567 0.93760 -0.01767 -1.9 1.2 -0.8 0.109
H 1.06316 1.44902 -1.47902 0.2 -0.9 1.3 0.087
H 0.80939 2.41094 -0.05003 0.5 -3.3 0.3 0.129
```
Forces are in eV/Å.

Energy above the lowest of the compared OMol25 structures with the same formula, charge and spin ... 248.3 kJ/mol
Orbital gap ... 11.191 eV
LUMO energy ... 1.01 eV
SMILES ... C#CC(C)(C)F
HOMO ... -10.18 eV


[6]
The following is a quantum chemistry calculation of a gas-phase ion, C5H8FN4 (charge +1) at a distorted geometry, from OMol25.

Geometry as XYZ:
```
18
Properties=species:S:1:pos:R:3:forces:R:3:lowdin_charge:R:1
C 1.60730 -3.76652 -1.44928 0.0 2.6 1.0 -0.095
C 2.14698 -2.56276 -1.48994 -1.7 2.9 0.9 -0.021
C 0.30050 -1.62838 -0.57724 5.0 -3.4 -2.5 -0.099
C -0.93875 0.34230 0.12944 5.2 0.0 0.8 0.009
C 0.26852 2.33525 0.78504 0.6 2.1 -2.7 -0.041
N -0.23096 -2.74582 -0.36101 -1.6 2.1 0.7 0.031
N 0.36887 -3.81087 -0.79304 -1.3 -3.9 -1.1 -0.071
N -0.87215 1.53513 0.68198 -2.9 -2.6 -0.2 0.009
N 0.23049 -0.33952 -0.13496 -4.7 0.6 0.1 0.126
F 3.31104 -1.97986 -1.85510 -1.9 -1.3 0.5 0.052
H 2.12361 -4.65981 -1.47582 0.8 -1.8 -0.7 0.109
H -1.86037 -0.11609 0.07258 -1.7 -1.2 -0.4 0.147
H 0.84764 2.18029 -0.18957 -0.9 1.0 1.0 0.139
H -0.03207 3.38109 0.98586 0.3 -0.5 -0.6 0.128
H 0.96545 2.10089 1.50125 1.3 -1.1 2.3 0.073
H -0.25281 -4.67305 -0.97806 1.4 2.2 0.7 0.203
H -1.76057 1.62497 1.16988 0.4 1.5 0.1 0.179
H 1.08150 0.10547 0.02814 1.6 0.8 0.3 0.121
```
Forces are in eV/Å.

Energy above the lowest of the compared OMol25 structures with the same formula, charge and spin ... 564.4 kJ/mol
Orbital gap (alpha / beta) ... 7.660 / 7.661 eV
LUMO energy (alpha / beta) ... -4.36 / -4.36 eV
Net charge ... +1
HOMO (alpha / beta) ... -12.02 / -12.02 eV